No. 1
Below is C29H25Cl2N7O2Os as an isolated structure, with properties calculated with wB97M-V/def2-TZVPD.

- lowest unoccupied orbital energy (alpha / beta) (Eh) = -0.30526 / -0.30443
- HOMO-LUMO gap (alpha / beta) (eV) = 5.35 / 5.39
- HOMO (alpha / beta) (eV) = -13.653 / -13.673
- net charge = +2

Cartesian coordinates (Å):
Os -0.69 0.14 0.23
Cl 3.83 3.35 -3.84
C 2.89 2.88 -2.51
C 2.16 1.72 -2.57
C 1.36 1.32 -1.48
N 0.65 0.17 -1.37
C 0.81 -0.88 -2.27
O 1.00 -0.78 -3.46
C 0.78 -2.17 -1.53
C 1.27 -3.31 -2.14
C 1.35 -4.47 -1.38
C 0.94 -4.42 -0.06
C 0.47 -3.22 0.46
N 0.39 -2.11 -0.25
C 1.31 2.17 -0.32
C 2.09 3.34 -0.26
C 2.87 3.69 -1.33
Cl 3.80 5.11 -1.26
N 0.45 1.71 0.64
C 0.27 2.36 1.87
O 0.92 3.26 2.32
C -0.95 1.84 2.58
C -1.33 2.39 3.79
C -2.54 2.02 4.34
C -3.35 1.14 3.64
C -2.89 0.61 2.44
N -1.70 0.92 1.93
H 2.19 1.12 -3.47
H 1.58 -3.27 -3.17
H 1.73 -5.38 -1.81
H 0.99 -5.30 0.57
H 0.17 -3.16 1.50
H 2.08 3.96 0.62
H -0.66 3.10 4.25
H -2.86 2.43 5.29
H -4.32 0.86 4.01
H -3.51 -0.07 1.87
N -2.31 1.81 -0.85
C -2.77 1.68 -2.22
C -1.98 1.00 -3.14
C -2.35 0.94 -4.47
C -3.50 1.59 -4.90
C -4.30 2.25 -3.97
C -3.95 2.27 -2.63
H -1.61 2.55 -0.81
H -3.08 2.08 -0.25
H -1.08 0.52 -2.80
H -1.73 0.40 -5.17
H -3.77 1.60 -5.94
H -5.19 2.77 -4.30
H -4.59 2.78 -1.92
C -4.69 -3.26 -1.77
C -3.74 -2.71 -0.77
C -3.45 -3.13 0.52
C -2.45 -2.29 1.00
N -2.14 -1.39 0.05
N -2.94 -1.66 -1.01
C -1.79 -2.34 2.33
H -5.41 -3.91 -1.28
H -4.15 -3.85 -2.50
H -5.22 -2.47 -2.29
H -3.90 -3.96 1.05
H -2.89 -1.10 -1.85
H -1.53 -3.37 2.58
H -2.46 -1.99 3.12
H -0.88 -1.73 2.36

No. 2
Below is C29H25Cl4F7MoN3O8S3 as an isolated structure, with properties calculated with wB97M-V/def2-TZVPD.

- lowest unoccupied orbital energy (alpha / beta) (Eh) = 0.06248 / 0.06090
- HOMO-LUMO gap (alpha / beta) (eV) = 7.44 / 7.62
- HOMO (alpha / beta) (eV) = -5.736 / -5.964
- 2S+1 = 3
- ⟨S²⟩ = 2.0172
- net charge = -1

Cartesian coordinates (Å):
Mo 0.15 -0.63 -0.62
F -2.39 0.32 3.32
C -2.60 1.46 2.66
F -3.58 1.25 1.77
F -3.02 2.38 3.53
S -1.08 2.00 1.76
O -0.85 0.86 0.90
O -1.43 3.24 1.12
N -0.14 2.12 2.99
S 1.43 2.18 2.97
O 2.03 1.38 1.94
O 1.92 2.11 4.31
C 1.81 3.91 2.45
F 1.52 4.10 1.16
F 1.12 4.80 3.17
F 3.11 4.15 2.63
Cl -6.84 -0.49 -3.99
C -5.23 -0.47 -3.33
C -4.73 0.71 -2.79
C -3.46 0.71 -2.26
Cl -2.84 2.17 -1.56
C -2.64 -0.44 -2.25
O -1.43 -0.38 -1.76
C -3.20 -1.59 -2.81
Cl -2.25 -3.04 -2.89
C -4.48 -1.63 -3.34
H -5.33 1.61 -2.78
H -4.86 -2.54 -3.77
C -0.74 -4.81 4.27
C -1.32 -3.41 4.35
N -1.77 -2.90 3.06
C -3.21 -2.89 2.81
C -3.74 -4.22 2.30
C -0.89 -2.50 2.14
S -1.46 -2.17 0.56
N 0.39 -2.50 2.58
C 1.37 -1.90 1.94
O 1.26 -1.18 0.89
C 2.74 -2.02 2.48
C 3.03 -2.98 3.44
C 4.33 -3.14 3.89
C 5.34 -2.32 3.39
C 5.04 -1.35 2.45
C 3.75 -1.20 1.98
H -0.38 -5.12 5.26
H 0.09 -4.84 3.57
H -1.49 -5.53 3.95
H -0.59 -2.71 4.76
H -2.19 -3.40 5.01
H -3.43 -2.10 2.10
H -3.69 -2.62 3.75
H -3.26 -4.48 1.36
H -4.82 -4.15 2.12
H -3.57 -5.02 3.01
H 2.24 -3.61 3.82
H 4.57 -3.89 4.63
H 6.36 -2.43 3.75
H 5.82 -0.70 2.07
H 3.50 -0.44 1.25
Cl 0.22 0.90 -4.33
C 0.85 2.18 -3.26
C 1.81 1.63 -2.22
O 2.94 2.05 -2.12
O 1.29 0.73 -1.43
H -0.01 2.63 -2.77
H 1.37 2.90 -3.89
F 3.06 -6.49 1.09
C 2.59 -5.46 0.35
C 1.26 -5.47 -0.04
C 0.78 -4.40 -0.78
C 1.60 -3.32 -1.12
C 1.06 -2.13 -1.84
C 2.94 -3.37 -0.72
C 3.44 -4.43 0.02
H 0.63 -6.30 0.24
H -0.26 -4.39 -1.08
H 0.32 -2.41 -2.58
H 1.87 -1.60 -2.35
H 3.59 -2.54 -0.97
H 4.47 -4.45 0.36

No. 3
Below is C29H25ClPSTl as an isolated structure, with properties calculated with wB97M-V/def2-TZVPD.

- lowest unoccupied orbital energy (alpha / beta) (Eh) = -0.08082 / -0.09195
- HOMO-LUMO gap (alpha / beta) (eV) = 5.36 / 4.95
- HOMO (alpha / beta) (eV) = -7.558 / -7.450

Cartesian coordinates (Å):
C 0.63 0.73 2.48
C 0.23 1.86 1.71
C -1.15 1.72 1.39
H 0.86 2.70 1.42
C -1.62 0.49 1.97
C -0.51 -0.11 2.65
H -0.52 -1.05 3.22
H 1.64 0.53 2.85
H -1.76 2.41 0.81
H -2.62 0.08 1.90
Tl -0.53 -1.64 0.07
Cl -2.79 -2.33 -0.85
P 0.01 1.20 -2.50
C -1.57 2.04 -2.64
C -1.70 3.35 -3.11
H -0.82 3.94 -3.38
C -2.98 3.93 -3.16
H -3.06 4.97 -3.47
C -4.12 3.23 -2.80
H -5.10 3.71 -2.83
C -3.99 1.91 -2.36
H -4.86 1.36 -2.04
C -2.74 1.31 -2.29
H -2.69 0.27 -1.92
C 1.33 2.40 -2.46
C 1.21 3.48 -1.56
H 0.33 3.59 -0.92
C 2.26 4.40 -1.47
H 2.18 5.19 -0.73
C 3.41 4.26 -2.24
H 4.24 4.95 -2.12
C 3.50 3.19 -3.13
H 4.42 3.04 -3.68
C 2.47 2.26 -3.26
H 2.57 1.42 -3.97
C 0.14 0.18 -3.97
C -0.43 0.55 -5.20
H -0.99 1.48 -5.28
C -0.27 -0.28 -6.31
H -0.74 -0.01 -7.24
C 0.44 -1.48 -6.24
H 0.53 -2.13 -7.11
C 1.03 -1.83 -5.02
H 1.60 -2.74 -4.95
C 0.87 -1.03 -3.89
H 1.32 -1.37 -2.95
S 2.78 -1.87 0.08
C 2.27 -2.80 1.38
C 1.20 -3.74 1.29
C 0.68 -4.32 2.44
C 1.20 -4.00 3.70
C 2.30 -3.14 3.79
C 2.80 -2.51 2.66
H 0.73 -3.97 0.33
H -0.13 -5.05 2.37
H 0.78 -4.45 4.60
H 2.79 -2.95 4.74
H 3.56 -1.73 2.76

No. 4
Below is a 5-piece molecular cluster, C29H25N5O13S overall, with properties calculated with wB97M-V/def2-TZVPD.

- lowest unoccupied orbital energy (Eh) = -0.06212
- HOMO-LUMO gap (eV) = 8.08
- HOMO (eV) = -9.769

Cartesian coordinates (Å):
N -0.55 -6.70 -2.91
C 0.21 -5.51 -2.50
C -0.35 -4.33 -1.96
C -1.83 -3.86 -1.63
S -3.16 -5.10 -1.94
O -3.48 -5.87 -0.66
O -4.42 -4.30 -2.26
C 0.85 -3.34 -1.62
O 0.79 -2.23 -1.05
O 2.09 -3.94 -2.02
C 1.80 -5.23 -2.55
O 2.60 -6.05 -3.04
H -0.63 -7.37 -2.14
H 0.05 -7.15 -3.64
H -2.06 -2.89 -2.22
H -1.86 -3.62 -0.50
H -2.95 -5.93 -3.04
O -6.63 -1.18 -2.02
N -7.77 -1.21 -1.58
O -8.53 -0.26 -1.54
C -8.25 -2.49 -1.04
C -7.40 -3.60 -1.03
C -7.86 -4.80 -0.50
C -9.15 -4.89 0.00
C -10.00 -3.79 -0.03
C -9.55 -2.58 -0.55
H -6.39 -3.54 -1.41
H -7.20 -5.66 -0.48
H -9.50 -5.83 0.42
H -11.01 -3.87 0.36
H -10.22 -1.73 -0.56
O 0.93 0.19 -6.04
N 1.59 -0.34 -5.16
O 1.66 -1.55 -4.99
C 2.33 0.53 -4.24
C 2.24 1.91 -4.38
C 2.92 2.73 -3.49
C 3.69 2.17 -2.48
C 3.79 0.79 -2.35
C 3.10 -0.04 -3.23
H 1.64 2.36 -5.17
H 2.85 3.81 -3.59
H 4.22 2.81 -1.78
H 4.39 0.36 -1.56
H 3.18 -1.12 -3.12
O 3.17 3.69 1.89
N 2.67 2.70 1.37
O 2.27 2.65 0.22
C 2.55 1.50 2.19
C 2.96 1.53 3.53
C 2.81 0.39 4.31
C 2.27 -0.77 3.76
C 1.87 -0.80 2.43
C 2.01 0.34 1.64
H 3.38 2.42 3.96
H 3.12 0.40 5.35
H 2.16 -1.66 4.38
H 1.45 -1.70 2.01
H 1.69 0.30 0.60
O 6.78 6.13 5.53
N 5.92 5.81 4.73
O 5.88 4.74 4.14
C 4.86 6.79 4.44
C 4.89 8.04 5.06
C 3.90 8.97 4.77
C 2.89 8.65 3.87
C 2.86 7.40 3.26
C 3.85 6.46 3.54
H 5.68 8.30 5.76
H 3.92 9.94 5.24
H 2.12 9.38 3.64
H 2.07 7.15 2.56
H 3.81 5.49 3.06